Here is a single C20H20ClN3O2 molecule in a non-equilibrium geometry from the OMol25 dataset. Energies are from ωB97M-V/def2-TZVPD.

The orbital gap comes out at 9.45 eV. As for the molecular weight: 369.85 g mol⁻¹. The net charge is 0. Its HOMO energy is -0.3299 Eh. Its max |F| is 1.24 eV Å⁻¹. The value obtained for the energy above the lowest of the compared OMol25 structures with the same formula, charge and spin is 127.7 kJ/mol.

Geometry (Å):
C1 -6.3956 -0.8472 0.1212
C2 -4.9885 -0.3787 -0.0833
C3 -4.4331 0.5877 0.7487
C4 -3.1428 1.0368 0.5505
C5 -2.3798 0.5205 -0.4938
C6 -2.9276 -0.4467 -1.3346
C7 -4.2181 -0.8870 -1.1259
H1 -4.6398 -1.6385 -1.7779
H2 -2.3247 -0.8411 -2.1373
C8 -1.0219 0.9774 -0.6878
N1 -0.2297 0.5581 -1.6401
O1 0.9395 1.2356 -1.4538
C9 0.7656 2.0248 -0.3819
N2 -0.4211 1.9070 0.1208
C10 1.8423 2.9305 0.0845
H3 1.9938 2.7652 1.1539
H4 1.4756 3.9548 -0.0302
C11 3.1624 2.7583 -0.6720
C12 3.9169 1.5158 -0.2009
O2 4.6906 1.5474 0.7336
N3 3.6680 0.4036 -0.9196
H5 2.9143 0.4078 -1.5878
C13 4.2730 -0.8707 -0.5969
H6 5.3522 -0.7195 -0.5021
H7 4.0760 -1.5532 -1.4232
C14 3.7557 -1.4582 0.7275
C15 2.2589 -1.5430 0.7845
C16 1.5355 -0.6622 1.5808
C17 0.1581 -0.7417 1.6815
C18 -0.5309 -1.7074 0.9683
C19 0.1612 -2.5818 0.1502
C20 1.5406 -2.4956 0.0673
Cl1 2.3743 -3.6360 -0.9383
H8 -0.3638 -3.3338 -0.4179
H9 -1.6049 -1.7800 1.0433
H10 -0.3776 -0.0487 2.3121
H11 2.0740 0.0896 2.1398
H12 4.1104 -0.8232 1.5395
H13 4.1878 -2.4538 0.8442
H14 2.9804 2.7134 -1.7461
H15 3.7978 3.6175 -0.4537
H16 -2.7080 1.7849 1.1947
H17 -5.0209 0.9899 1.5614
H18 -6.5055 -1.8882 -0.1739
H19 -6.6956 -0.7385 1.1606
H20 -7.0752 -0.2522 -0.4900

Per-atom Löwdin charges, elementary charge units:
1 C -0.0508
2 C -0.2763
3 C -0.0362
4 C -0.0199
5 C -0.1900
6 C -0.0230
7 C -0.0367
8 H 0.1129
9 H 0.1142
10 C -0.3226
11 N 0.1599
12 O 0.0064
13 C -0.3337
14 N 0.2120
15 C -0.0798
16 H 0.1331
17 H 0.1313
18 C -0.0852
19 C -0.5088
20 O 0.0656
21 N 0.0777
22 H 0.1253
23 C -0.1692
24 H 0.1261
25 H 0.0929
26 C -0.1503
27 C -0.2500
28 C -0.0339
29 C -0.0852
30 C -0.0892
31 C -0.1002
32 C -0.5947
33 Cl 0.7171
34 H 0.1042
35 H 0.1057
36 H 0.1082
37 H 0.1186
38 H 0.1096
39 H 0.1081
40 H 0.1189
41 H 0.1248
42 H 0.1099
43 H 0.1120
44 H 0.0778
45 H 0.0768
46 H 0.0865